(1)
Below is C40H32NO6P2PdS as an isolated structure at a distorted geometry, with properties calculated with wB97M-V/def2-TZVPD.

The geometry in XYZ format:
```
83
Properties=species:S:1:pos:R:3:forces:R:3
C -2.437 -3.855 -3.144 0.039 0.031 0.017
C 2.238 -0.454 3.756 0.075 0.018 0.031
C -2.267 0.912 3.641 0.013 0.058 0.074
C 4.956 0.459 1.593 -0.065 0.068 -0.009
H -2.927 3.921 1.324 -0.001 -0.012 -0.007
C 1.789 -2.958 0.299 0.063 -0.020 -0.010
C 0.076 -4.637 0.424 -0.031 -0.022 0.058
O -1.846 1.101 -6.637 0.020 -0.250 0.284
C 1.297 0.515 3.408 -0.049 -0.301 -0.010
C 2.414 2.089 4.843 -0.085 0.000 -0.066
C -1.611 -2.032 1.716 -0.161 -0.033 -0.020
O -2.905 2.115 -1.589 0.042 -0.027 -0.105
H 3.336 1.701 2.231 0.019 0.028 0.042
H -1.999 -3.032 1.923 0.066 -0.007 0.049
H -2.465 1.241 -4.155 -0.003 -0.002 -0.004
H -0.999 2.473 0.915 0.002 0.006 0.025
C -0.692 0.226 -4.786 0.096 -0.144 0.639
H 0.745 -6.642 0.768 0.002 -0.001 -0.002
H 3.804 -3.649 0.535 0.003 -0.005 0.001
S 1.554 1.988 -0.042 0.515 0.220 0.123
C 0.740 -0.393 -2.973 -0.133 0.057 0.155
C -3.325 -2.235 -1.057 -0.231 -0.231 -0.089
C 3.709 0.440 -0.870 0.104 -0.200 -0.027
H 2.202 -1.440 3.307 -0.004 0.020 0.012
C 0.483 -0.363 -4.321 -0.029 -0.068 -0.213
C 1.040 -5.608 0.642 0.046 0.038 -0.005
C 2.386 -5.255 0.689 -0.049 0.004 -0.007
O -2.382 0.260 -0.432 0.071 0.383 -0.060
Pd 0.205 0.073 -0.024 0.009 -0.508 0.099
H -2.448 -1.331 1.687 -0.017 0.007 -0.034
H 1.639 -0.840 -2.570 0.092 -0.009 -0.019
H 3.235 0.463 -1.840 -0.015 0.005 -0.070
C -1.988 -2.618 -1.128 0.082 0.099 -0.126
O 7.536 -0.821 1.803 0.035 -0.053 -0.048
C -1.398 1.177 2.582 0.063 0.037 0.107
C -2.285 1.067 -1.418 -0.251 0.023 0.533
O -0.337 -0.547 -6.974 -0.120 0.005 0.330
C -0.563 -1.578 2.733 -0.072 -0.015 0.013
H 3.978 -0.917 4.918 -0.002 0.003 0.000
H 2.487 3.086 5.258 -0.001 0.001 0.004
H 0.675 2.552 3.674 -0.028 -0.022 -0.005
H 7.126 -0.123 2.323 -0.006 0.075 0.049
H -0.970 -4.922 0.381 0.004 0.013 -0.021
H 4.131 1.354 5.898 0.006 0.008 -0.006
C 5.528 -0.258 0.547 0.337 -0.127 0.124
O 7.202 -1.811 -0.142 0.054 -0.081 -0.060
C 3.253 -0.157 4.653 -0.066 0.068 -0.017
C 3.340 1.118 5.197 0.030 -0.053 0.017
H 5.349 -0.797 -1.510 -0.006 0.009 0.002
C 2.759 -3.932 0.516 -0.015 0.044 -0.019
C -1.540 -3.408 -2.184 -0.054 -0.017 -0.028
C -4.217 -2.693 -2.015 0.079 0.014 0.033
H 1.159 -0.806 -5.040 0.009 0.010 0.008
H -3.657 -1.543 -0.297 0.009 -0.079 -0.006
P -0.809 -1.978 0.066 0.136 0.128 0.343
C -1.283 0.642 -2.482 0.594 -0.294 -0.117
H -2.104 0.064 4.294 0.025 -0.022 0.008
H -4.035 1.511 4.691 0.004 0.000 0.004
C -1.638 2.277 1.764 -0.096 -0.040 -0.113
C 0.440 -3.300 0.258 0.007 -0.022 -0.094
H -0.925 -1.567 3.760 -0.083 -0.032 -0.020
H -5.253 -2.386 -1.968 -0.011 -0.014 0.001
C -3.592 2.825 3.048 -0.009 -0.012 -0.002
H 3.140 -6.015 0.848 -0.005 0.001 0.006
C 4.894 -0.255 -0.691 -0.215 0.093 -0.119
H -4.473 -3.846 -3.806 0.007 0.019 -0.009
N -0.122 0.089 -2.065 -0.257 0.098 -0.430
H -0.491 -3.664 -2.267 -0.006 -0.020 0.009
C -3.775 -3.503 -3.052 -0.028 -0.027 -0.045
C 3.101 1.123 0.187 -0.236 0.222 -0.058
C 6.808 -1.031 0.678 -0.313 0.147 0.026
C -1.556 0.752 -3.835 -0.204 0.106 -0.142
H 5.399 0.487 2.585 -0.004 -0.009 -0.022
P 0.006 0.085 2.210 -0.077 0.092 -0.066
C 1.390 1.789 3.953 0.053 0.114 0.091
H -2.082 -4.457 -3.970 -0.010 0.012 -0.013
C -1.004 0.253 -6.279 0.076 0.333 -0.998
H 0.296 -2.251 2.699 0.016 0.012 0.033
C 3.765 1.143 1.413 0.093 0.037 0.032
C -3.360 1.732 3.875 0.049 0.011 -0.064
H 2.085 -1.923 0.156 -0.009 0.002 -0.001
C -2.733 3.096 1.996 0.009 -0.002 0.013
H -4.459 3.452 3.212 0.004 0.003 0.011
```
Positions in Å, forces in eV/Å.

Summary:
- Energy relative to the best compared isomer or geometry (same formula, charge and spin): 0.0 kJ/mol
- DFT total energy: -88672.929 eV
- E_HOMO: -5.04 eV
- Total charge: -1

(2)
Below is C40H33Br2IN2O2PRb as an isolated structure, with properties calculated with wB97M-V/def2-TZVPD.

The geometry in XYZ format:
```
82
Properties=species:S:1:pos:R:3:forces:R:3
C -4.973 -1.795 -1.547 0.000 -0.001 0.014
H -1.828 -3.784 -2.851 0.001 -0.003 0.002
C 3.043 -3.561 0.891 -0.018 -0.001 -0.030
O -1.363 -1.760 -1.615 0.042 -0.009 0.032
C -0.215 2.861 -4.058 0.052 0.010 -0.025
C -3.758 1.776 -2.933 -0.017 0.024 0.023
C -2.532 -2.116 -1.740 0.028 0.015 -0.015
C 3.911 -2.917 3.033 0.008 -0.025 0.019
H -2.806 6.306 0.765 -0.001 -0.001 0.002
C -4.703 0.108 -4.386 0.027 0.003 0.001
C 2.588 -4.517 -0.048 -0.004 0.050 -0.017
H -7.085 -1.478 -1.426 0.001 -0.001 -0.002
H -4.606 1.043 1.014 -0.002 0.003 0.002
Br -0.022 -1.822 2.977 0.002 0.007 0.002
H 0.995 3.507 -7.707 0.005 0.004 0.000
H -3.310 -3.072 -3.515 0.008 0.009 -0.001
H 4.266 -3.168 4.024 0.000 -0.001 -0.003
C -3.675 -1.430 -1.138 -0.028 0.007 0.007
H -5.087 -2.586 -2.276 -0.006 0.000 -0.001
C -1.344 -0.418 3.118 -0.010 0.002 0.008
Br -0.545 1.341 3.142 0.022 0.017 0.012
H -5.861 1.476 -3.210 0.001 0.001 0.004
C -0.663 3.510 -6.369 -0.012 0.011 -0.036
H 1.683 -2.374 -2.485 0.016 -0.006 -0.011
C 3.869 -1.562 2.653 -0.011 0.032 -0.012
H -5.569 -0.379 -4.817 -0.001 0.001 0.001
P -0.941 2.067 -2.552 -0.039 -0.001 -0.017
C -1.898 5.820 -1.116 0.005 -0.002 -0.002
H 3.544 -4.948 2.474 0.000 0.000 0.002
H -3.405 -4.080 -2.074 0.012 -0.007 0.002
C 3.513 -3.906 2.180 0.006 0.006 0.002
H -3.902 2.592 -2.237 -0.004 0.003 -0.004
C 2.263 2.713 -3.396 -0.022 0.006 -0.007
C -2.320 0.281 -4.137 0.017 -0.009 -0.005
H -1.804 6.852 -1.429 -0.001 0.000 -0.001
C -3.423 -0.328 -4.710 -0.019 0.012 0.010
N 2.518 -1.810 -0.712 0.089 0.018 -0.015
C -2.790 -3.347 -2.595 -0.022 -0.003 -0.009
C 1.197 2.864 -4.337 -0.023 0.000 -0.070
H 4.951 2.483 -5.442 -0.001 0.001 0.003
H -6.840 0.379 0.224 0.000 0.000 0.001
C 3.563 2.568 -3.794 0.027 -0.013 0.073
O -2.398 -0.023 0.335 -0.048 -0.007 -0.020
I 2.045 2.988 -1.320 0.000 0.037 -0.051
H -3.007 3.938 1.469 0.003 -0.001 0.001
C -2.475 1.355 -3.260 0.028 -0.003 -0.003
C -5.961 -0.132 -0.153 0.016 0.028 0.027
Rb 0.214 -0.042 -0.129 -0.011 -0.010 0.051
C -4.867 1.151 -3.489 -0.006 -0.016 -0.015
C 0.649 3.365 -6.690 0.003 -0.002 0.021
H 3.830 0.794 1.545 0.004 0.011 -0.020
C 2.957 2.883 -6.078 -0.018 0.006 0.009
H 4.181 -0.800 3.357 0.000 0.002 -0.004
C 2.993 -2.206 0.501 -0.057 -0.135 -0.028
C -2.459 5.513 0.115 0.003 -0.001 0.000
H -1.977 -0.452 2.232 -0.009 -0.006 -0.001
C 3.917 2.612 -5.153 0.025 0.001 -0.047
H -1.015 5.055 -2.911 -0.002 0.001 0.003
H 3.210 2.990 -7.125 -0.001 0.002 -0.001
H -1.324 -0.079 -4.375 -0.002 0.000 0.005
C -4.721 0.245 0.289 -0.039 -0.017 -0.011
C 2.089 -2.725 -1.542 -0.006 -0.001 -0.043
C -1.453 4.804 -1.953 0.008 0.006 -0.007
C -2.571 4.186 0.509 -0.001 -0.007 0.007
C -3.518 -0.389 -0.157 0.018 0.002 0.005
H 3.343 0.267 0.018 0.017 0.051 -0.076
C -1.560 3.473 -1.562 -0.023 -0.014 0.006
N 3.286 0.131 1.016 -0.012 0.022 0.049
C 1.602 3.033 -5.696 0.024 0.006 0.037
H -2.147 3.218 -4.853 0.006 0.005 0.001
H 1.740 -4.808 -1.990 0.005 -0.002 0.000
C -6.106 -1.174 -1.081 0.000 -0.020 -0.020
H -2.219 2.133 0.000 0.013 -0.009 0.014
C 3.419 -1.192 1.409 -0.001 -0.028 0.065
H 2.612 -5.568 0.214 0.001 0.002 0.005
H -1.870 -0.553 4.053 -0.005 -0.008 -0.002
H -1.392 3.786 -7.120 -0.001 0.002 0.006
C -1.084 3.219 -5.059 -0.045 -0.013 0.039
C -2.118 3.169 -0.318 -0.007 0.017 -0.006
H -3.286 -1.150 -5.401 0.000 0.002 -0.003
H 4.342 2.460 -3.051 -0.007 0.002 0.003
C 2.112 -4.105 -1.258 -0.003 -0.064 0.066
```
Positions in Å, forces in eV/Å.

Summary:
- Energy relative to the best compared isomer or geometry (same formula, charge and spin): 14.0 kJ/mol
- DFT total energy: -207223.131 eV
- E_HOMO: -6.80 eV